(1)
DFT (the ωB97M-V functional and the def2-TZVPD basis) results for C10H16N2 in the gas phase in a non-equilibrium geometry.

Structure (XYZ):
```
28
Properties=species:S:1:pos:R:3:forces:R:3:mulliken_charge:R:1
C 0.42551 0.16639 -0.80295 1.2 0.3 -0.8 0.5590
C 3.12528 0.51407 0.18574 0.9 -0.1 -1.2 -0.7829
C 2.41349 -0.43520 0.73172 -0.1 0.4 1.0 -0.4535
C 1.23021 0.94606 -3.25027 1.2 1.2 4.5 0.0347
C -2.05305 -1.02046 -0.64968 0.8 0.5 1.2 -1.6992
C -2.18816 1.01507 0.66968 -0.5 0.5 4.8 -1.6233
C -1.71690 -1.19696 1.93723 -2.3 -1.7 -2.7 -1.6564
C 1.17916 -0.25075 1.53097 -1.6 0.1 -0.1 -0.5977
C 0.05852 -0.21547 0.45422 0.5 1.4 -1.9 -0.7123
C -1.44741 -0.34813 0.64350 -0.5 -0.1 0.0 2.0993
N 0.88480 0.49564 -1.88857 -1.7 -0.7 -0.4 -0.3848
N 2.35780 1.51261 -3.41080 -0.8 -1.0 -1.8 -0.6005
H 3.88997 0.24607 -0.56598 -0.3 0.3 0.6 0.2898
H 2.84367 1.53424 0.26425 0.1 0.9 0.3 0.3894
H 2.62410 -1.40374 0.42278 0.4 -1.9 -0.2 0.3461
H 0.39312 1.05093 -3.91506 -0.2 -0.3 -0.2 0.3443
H -1.22862 -1.51415 -1.13798 -0.2 -0.7 -0.3 0.4292
H -2.82381 -1.68104 -0.29965 -0.5 -0.5 -0.4 0.4365
H -2.44276 -0.26856 -1.33045 -0.2 -0.1 0.0 0.3316
H -2.09119 1.55299 -0.19281 0.4 1.1 -2.6 0.4825
H -3.28006 0.91566 0.89445 0.7 -0.3 -0.4 0.3791
H -1.88018 1.79382 1.48872 0.0 -1.6 -1.1 0.2856
H -2.89556 -1.22386 2.05061 2.5 -0.1 0.2 0.3851
H -1.32397 -2.28413 1.79156 -0.8 1.8 0.2 0.3248
H -1.20622 -0.78189 2.75309 0.3 0.6 1.4 0.4463
H 1.19493 0.67374 2.16125 0.0 -0.7 -0.4 0.2149
H 0.90863 -1.13229 2.15964 0.7 0.7 -0.2 0.4413
H 3.04871 1.33933 -2.69522 -0.3 0.1 0.5 0.2912
```
Positions in Å, forces in eV/Å.

Summary:
HOMO-LUMO gap: 8.36 eV
SMILES: [H]/N=C\N=C=C(CC=C)C(C)(C)C
Maximum force: 4.85 eV/Å
2S+1: 1
Energy relative to the best compared isomer or geometry (same formula, charge and spin): 3.640 eV
Highest occupied orbital energy: -0.279 Eh



(2)
DFT (the ωB97M-V functional and the def2-TZVPD basis) results for C10H16N2 in the gas phase in a non-equilibrium geometry.

Structure (XYZ):
```
28
Properties=species:S:1:pos:R:3:forces:R:3:mulliken_charge:R:1
C -0.85018 -2.15139 -1.88176 1.1 -0.6 -3.2 -0.9088
C 0.05839 -1.80756 -2.82522 -2.1 -2.5 0.7 -0.3736
C -1.01898 -1.26593 -0.83686 0.6 2.9 2.4 1.2109
C -0.34729 -0.09297 -0.81038 -0.8 1.0 -0.9 -0.4229
C 0.96500 -0.72202 -2.81555 2.6 1.3 3.8 -1.0363
C -1.79467 -1.34468 0.43819 3.7 -0.9 1.9 -0.9225
C 0.49757 0.49942 -1.95737 -1.0 -1.6 0.3 -0.3023
C 0.97817 0.05764 2.02523 -1.9 -2.3 -0.5 -1.4739
C 0.09003 2.24454 2.08799 -2.6 -0.6 -0.3 -1.5687
C 0.36289 1.13578 1.13886 3.6 -0.5 -1.6 0.9253
N -1.78527 0.02651 1.00842 -3.0 1.1 -2.2 -0.4670
N -0.73577 0.77495 0.27021 -0.7 -1.5 0.2 0.0542
H -1.42353 -3.03314 -2.10588 -0.3 -0.2 0.5 0.4078
H 0.18596 -2.51015 -3.59520 0.2 -0.8 -1.2 0.3989
H 1.97079 -1.11642 -2.43424 -1.0 0.4 0.0 0.2260
H 1.22071 -0.45059 -3.75915 0.5 1.1 -2.9 0.5531
H -2.64691 -1.94897 0.30251 -1.8 0.2 0.3 0.5087
H -1.14827 -1.88930 1.21385 -0.8 -0.1 -1.1 0.1624
H -0.13322 1.09817 -2.66905 0.4 0.1 1.2 0.2368
H 1.27552 1.05648 -1.41892 0.1 0.1 -1.2 0.2602
H 0.12114 -0.16999 2.63987 -0.4 -0.3 0.8 0.4465
H 1.17140 -0.99049 1.62464 0.6 1.6 0.0 0.2694
H 1.66949 0.49349 2.71118 1.0 -0.1 0.1 0.4345
H -0.48079 1.77791 2.91046 0.0 0.5 -0.2 0.3042
H -0.57023 2.88735 1.54515 -0.4 1.0 0.1 0.4282
H 0.89892 2.75192 2.51479 1.4 0.6 0.2 0.4304
H 1.14580 1.38764 0.34029 -0.8 0.3 1.4 -0.1009
H -2.67989 0.43922 0.56444 1.7 -0.3 1.2 0.3194
```
Positions in Å, forces in eV/Å.

Summary:
HOMO-LUMO gap: 8.18 eV
SMILES: CC(C)N1NCC2=C1CCC=C2
Maximum force: 4.78 eV/Å
2S+1: 1
Energy relative to the best compared isomer or geometry (same formula, charge and spin): 2.748 eV
Highest occupied orbital energy: -0.266 Eh



(3)
DFT (the ωB97M-V functional and the def2-TZVPD basis) results for C10H16N2O2S in the gas phase in a non-equilibrium geometry.

Structure (XYZ):
```
31
Properties=species:S:1:pos:R:3:forces:R:3:mulliken_charge:R:1
O -3.39722 0.92775 -0.60946 1.1 0.1 -0.5 -0.6086
O 0.93928 2.13767 -0.42622 -0.6 -0.7 -0.1 -0.6278
N -1.88737 -0.62672 -0.10053 2.1 -0.7 0.1 -0.5470
S -0.48766 -2.60209 0.75241 0.1 -0.1 0.7 0.0247
C -2.20926 0.64090 -0.54326 -2.5 0.7 0.8 0.2398
C 0.08919 1.25582 -0.49095 1.7 1.8 0.2 -0.0818
C -0.64572 -0.99579 0.03935 -2.6 -0.6 0.1 0.0453
N -1.23526 1.61072 -0.69457 1.3 -1.1 -0.1 0.0982
C -2.00048 -2.74053 1.82283 -0.1 0.6 -1.0 -0.8578
C -1.62715 3.00899 -0.65742 -0.1 0.8 -0.4 -1.0061
C 2.43192 -0.13189 -2.17845 -0.2 0.5 0.0 -1.2427
C 1.19917 -0.02315 2.21622 -0.1 -0.2 -0.7 -1.2808
C 1.09119 -0.68630 -1.69221 -0.3 0.8 -1.1 -0.9738
C 1.65940 -0.32235 0.75100 0.1 1.2 1.0 -1.4131
C 0.55453 -0.20046 -0.34892 0.2 0.3 1.0 2.1938
H -2.18033 -1.82078 2.39232 0.2 -0.1 -0.4 0.2724
H -2.86948 -2.94486 1.18654 0.3 0.1 0.3 0.3073
H -1.84404 -3.54317 2.52736 0.3 -0.3 0.0 0.3976
H -0.83372 3.73018 -0.94552 -0.2 -1.0 0.3 0.3433
H -2.44368 3.15167 -1.36658 -0.1 -0.1 0.3 0.3222
H -1.95792 3.22376 0.35994 -0.1 0.2 -0.1 0.3420
H 3.19787 -0.39932 -1.45958 0.3 0.0 -0.1 0.3122
H 2.62782 -0.62645 -3.13104 0.2 0.0 0.1 0.4390
H 2.47972 0.96688 -2.35258 -0.3 -0.8 0.3 0.2639
H 0.67804 -0.88275 2.63754 0.0 0.1 0.1 0.2832
H 2.07058 0.19363 2.83711 -0.1 0.0 -0.1 0.4180
H 0.52986 0.83826 2.27085 0.1 0.1 -0.1 0.2923
H 0.33006 -0.44261 -2.44479 0.0 -0.2 0.0 0.4532
H 1.16746 -1.75858 -1.67524 0.0 -0.6 0.1 0.4557
H 2.07597 -1.32472 0.75103 0.0 -0.2 -0.3 0.5820
H 2.49724 0.38629 0.57281 -0.7 -0.5 -0.4 0.5535
```
Positions in Å, forces in eV/Å.

Summary:
HOMO-LUMO gap: 9.27 eV
SMILES: CCC1(CC)C(=O)N(C)C(=O)N=C1SC
Maximum force: 2.72 eV/Å
2S+1: 1
Energy relative to the best compared isomer or geometry (same formula, charge and spin): 0.192 eV
Highest occupied orbital energy: -0.344 Eh